Entry from OMol25: 8 unconnected molecules or ions with the total composition C61H85IN10O2 (ωB97M-V/def2-TZVPD).

The calculated total energy comes out at -3370.99413 Eh. The value obtained for the frontier orbital gap is 7.99 eV. The HOMO energy is -8.1 eV. Its SMILES is C=CC(=O)OCCCCCCc1cc2nc(CCCI)c(N=C(C)C)nc2cc1CCCCCCCCCC.c1cc[nH]c1.c1cc[nH]c1.c1cc[nH]c1.c1cc[nH]c1.c1cc[nH]c1.c1cc[nH]c1.c1cc[nH]c1. As for the total charge: 0.

Structure (XYZ):
```
159
Properties=species:S:1:pos:R:3:forces:R:3:mulliken_charge:R:1
C -3.232972 -4.366279 6.401751 -0.07 0.07 0.10 -1.1727
C -2.555324 -5.051625 5.490355 -0.03 0.17 0.28 0.0091
C -3.178712 -5.338220 4.170840 -0.68 -0.44 0.14 0.6284
O -4.350102 -5.617710 4.040896 0.40 0.09 -0.14 -0.5725
O -2.310424 -5.242476 3.160130 0.15 -0.39 0.26 -0.2696
C -2.749326 -5.813270 1.908801 0.16 0.13 -0.24 -0.4303
C -1.541620 -5.961716 1.013764 0.27 0.44 -0.09 -0.9503
C -0.979664 -4.616196 0.552778 0.14 -0.01 -0.35 -0.8749
C -1.798488 -3.961964 -0.563941 0.14 0.63 0.67 -0.0988
C -1.501344 -2.451130 -0.671058 -0.31 -0.06 -0.43 -0.4735
C -0.573087 -2.083328 -1.858952 0.16 0.04 0.69 -0.7916
C 0.597177 -1.238200 -1.428120 -0.15 0.33 -0.18 0.2380
C 1.842844 -1.785082 -1.335770 -0.05 -0.40 -0.10 -0.4696
C 2.950193 -1.046000 -0.901466 0.17 -0.12 -0.05 -0.2161
N 4.170811 -1.652563 -0.815149 0.25 0.06 0.08 -0.4324
C 5.163501 -0.929228 -0.377643 -0.13 0.00 -0.08 0.9016
C 6.514551 -1.561804 -0.253980 0.31 -0.17 -0.53 0.0625
C 7.646007 -0.837188 -1.013588 0.55 0.20 0.40 -0.5863
C 8.917830 -0.612157 -0.175569 0.02 -0.25 -0.10 -1.2547
I 9.519748 1.428950 0.057483 0.04 -0.03 0.03 -0.0038
C 4.970434 0.447890 0.009749 0.30 0.98 -0.58 -0.3725
N 6.053958 1.135416 0.553904 -0.39 -1.59 1.27 -0.0064
C 6.102013 1.489087 1.786723 0.21 0.85 -0.64 0.6732
C 6.810304 0.654800 2.814869 -0.15 0.20 0.05 -0.9868
C 5.437827 2.736598 2.274868 -0.13 -0.13 0.23 -1.4043
N 3.823046 1.054898 -0.104252 -0.12 -0.33 -0.01 -0.5808
C 2.781320 0.299847 -0.559977 0.17 0.04 0.14 0.0352
C 1.503252 0.862072 -0.669963 -0.17 0.27 0.13 -0.5514
C 0.425557 0.135095 -1.088236 -0.20 -0.18 0.01 0.6385
C -0.920596 0.807115 -1.167142 0.00 0.05 -0.04 -0.6389
C -1.108141 1.660313 -2.428931 -0.22 0.00 -0.09 -0.6344
C -0.235359 2.909288 -2.543195 0.10 -0.46 0.20 -1.4648
C -0.369242 3.904585 -1.392537 0.08 0.57 -0.44 -0.1654
C -1.472974 4.958877 -1.621033 -0.02 -0.08 0.56 -1.2207
C -0.912312 6.346511 -1.907747 0.22 -0.03 0.04 -0.5100
C -0.281955 7.003594 -0.683565 0.13 0.37 -0.12 -0.6695
C 0.303890 8.392702 -1.025564 0.23 -0.55 0.11 0.0888
C 1.839523 8.417075 -1.008010 0.02 0.49 0.01 -0.5188
C 2.384664 8.907336 0.330739 -0.09 -0.52 0.13 -1.2721
H -2.750352 -3.958419 7.279776 0.02 -0.37 0.23 0.3742
H -4.297071 -4.189187 6.310495 0.03 0.38 -0.39 0.3776
H -1.561600 -5.413370 5.715362 0.30 0.38 -0.44 0.3502
H -3.475997 -5.139279 1.458718 -0.20 -0.06 0.05 0.1670
H -3.208399 -6.779994 2.098208 -0.17 0.02 0.11 0.5398
H -0.759693 -6.508523 1.540406 -0.09 -0.22 0.02 0.3250
H -1.845084 -6.530060 0.132866 0.03 -0.19 0.03 0.4047
H -0.899356 -3.934831 1.400520 -0.12 0.00 0.11 0.5443
H 0.043025 -4.734152 0.186182 0.08 -0.13 0.07 0.2519
H -1.582552 -4.431614 -1.522190 -0.20 -0.20 -0.04 0.4321
H -2.861030 -4.073111 -0.348544 -0.07 -0.20 -0.13 -0.1761
H -2.455368 -1.931600 -0.770626 0.00 0.10 -0.09 0.2229
H -1.070827 -2.076296 0.256937 0.09 -0.09 0.09 0.4991
H -1.135790 -1.554004 -2.625584 -0.03 -0.18 -0.22 -0.2829
H -0.172567 -3.013098 -2.258451 -0.05 0.04 -0.32 0.7927
H 1.998646 -2.825295 -1.592384 0.06 -0.06 -0.02 0.5640
H 6.783000 -1.729152 0.789569 -0.03 0.26 0.11 0.4391
H 6.442490 -2.550525 -0.694245 -0.20 -0.20 0.16 -0.6935
H 7.327429 0.121215 -1.411421 -0.23 -0.03 -0.09 0.5617
H 7.966790 -1.454813 -1.851877 -0.22 0.04 -0.20 0.3752
H 8.834296 -1.043215 0.817507 -0.05 0.17 0.13 0.4660
H 9.783310 -1.071914 -0.639580 0.05 0.01 -0.05 0.5181
H 6.191768 -0.235634 2.961663 0.10 -0.15 -0.11 0.2672
H 7.789952 0.363636 2.444442 0.03 -0.09 0.04 0.0995
H 6.879682 1.157407 3.775676 0.19 0.03 0.05 0.4310
H 5.333307 3.467089 1.482046 0.04 0.04 -0.06 0.3616
H 4.423405 2.440837 2.573165 -0.06 -0.02 -0.01 0.2638
H 5.929582 3.141176 3.156669 0.00 0.15 0.00 0.5009
H 1.370876 1.897367 -0.386735 0.11 0.08 0.05 0.6077
H -1.724108 0.075572 -1.147745 0.01 -0.10 0.04 -0.1458
H -1.050018 1.406812 -0.266059 -0.06 0.13 -0.02 0.4833
H -2.163927 1.936648 -2.498117 -0.05 0.08 0.07 0.4515
H -0.917092 1.022487 -3.296343 0.01 -0.01 -0.08 0.3237
H 0.802550 2.584514 -2.630500 0.07 0.02 -0.03 0.5114
H -0.484017 3.403940 -3.483467 0.06 0.11 -0.04 0.4955
H 0.577482 4.445153 -1.325444 0.08 -0.02 0.12 0.3228
H -0.500281 3.423052 -0.425630 -0.01 -0.20 -0.02 0.3881
H -2.068367 5.041539 -0.707546 -0.19 -0.02 -0.05 0.3336
H -2.154179 4.634858 -2.408685 0.00 -0.01 -0.09 0.4546
H -1.685670 7.017537 -2.285128 -0.08 -0.04 -0.09 0.4319
H -0.135945 6.282220 -2.678295 -0.08 -0.01 -0.17 0.2663
H 0.535435 6.388294 -0.302190 -0.10 -0.17 0.15 0.2942
H -1.024268 7.092028 0.111553 -0.08 -0.09 0.03 0.2752
H -0.046769 8.682530 -2.015609 -0.16 0.18 0.03 -0.1610
H -0.048998 9.117989 -0.294182 -0.13 0.22 -0.16 0.2215
H 2.203646 9.082413 -1.792728 0.01 0.01 -0.07 0.3786
H 2.239802 7.423825 -1.218839 0.01 -0.05 -0.13 0.3273
H 1.881908 9.822176 0.639956 0.09 0.15 -0.04 0.2719
H 2.187507 8.156919 1.100451 -0.03 0.04 0.11 0.3529
H 3.462054 9.063332 0.314499 0.05 0.09 -0.05 0.3699
N -5.881333 -5.311063 -2.901342 0.01 0.02 0.00 0.0239
C -5.472364 -4.416986 -1.949879 0.00 -0.04 -0.01 -0.7913
C -4.957980 -3.325315 -2.596290 0.02 0.03 0.03 -0.4035
C -5.063104 -3.572677 -3.990985 -0.01 0.05 -0.01 0.1639
C -5.637698 -4.805098 -4.147994 -0.01 -0.03 0.03 -0.7354
H -6.296197 -6.204371 -2.712648 -0.01 -0.01 0.00 0.1862
H -5.581791 -4.633327 -0.900906 -0.01 0.01 0.01 0.4520
H -4.550129 -2.446241 -2.125171 -0.01 0.00 0.01 0.4768
H -4.750529 -2.916804 -4.785180 0.05 -0.03 -0.02 0.2639
H -5.891667 -5.360893 -5.033781 0.01 0.00 -0.01 0.3802
N -4.856077 -6.852526 7.769092 -0.05 -0.05 0.09 0.1897
C -5.610569 -7.420107 6.778864 0.02 -0.01 -0.04 -0.2325
C -6.423504 -8.356473 7.360928 0.01 0.00 0.03 -0.7683
C -6.150457 -8.349745 8.757409 -0.02 -0.01 -0.03 -0.1443
C -5.179870 -7.409577 8.976945 0.00 0.08 -0.01 -0.9488
H -4.168887 -6.135485 7.625356 0.00 -0.06 -0.03 0.2361
H -5.501164 -7.106556 5.754107 0.00 0.02 0.00 0.4040
H -7.136310 -8.977223 6.844680 -0.01 0.00 0.00 0.4058
H -6.613390 -8.964342 9.511227 0.00 0.00 0.00 0.4405
H -4.693348 -7.091888 9.883319 -0.01 -0.03 0.02 0.4430
N -1.725818 -10.209806 10.386600 -0.03 -0.03 0.03 -0.0135
C -1.617868 -10.920381 11.551653 0.02 0.03 -0.02 -0.4348
C -2.881339 -11.113825 12.040871 -0.02 0.00 -0.01 -0.6837
C -3.786699 -10.497475 11.132820 0.00 0.00 0.03 -0.1289
C -3.043487 -9.949371 10.122742 0.10 0.00 -0.03 -0.4775
H -0.955738 -9.922488 9.813030 0.01 -0.01 -0.02 0.1797
H -0.657645 -11.225619 11.930119 0.00 0.00 0.01 0.3724
H -3.130873 -11.639224 12.947287 0.00 -0.01 0.00 0.3825
H -4.860091 -10.462072 11.212088 -0.01 0.00 -0.01 0.3948
H -3.339770 -9.401437 9.245247 -0.05 -0.01 0.00 0.4161
N 1.529523 13.243792 -2.312822 -0.01 -0.06 -0.02 0.0054
C 1.489319 12.646121 -1.082609 0.01 0.04 -0.03 -0.6912
C 0.190119 12.292909 -0.835007 -0.02 -0.09 0.07 -0.2730
C -0.581557 12.682034 -1.961784 0.04 0.10 0.02 -0.4020
C 0.274683 13.264876 -2.857451 0.01 0.10 0.02 -0.5293
H 2.355015 13.605217 -2.752383 0.01 -0.01 -0.01 0.1851
H 2.382089 12.521553 -0.494339 0.00 0.01 0.02 0.4118
H -0.170775 11.802032 0.053337 0.01 0.00 0.01 0.4782
H -1.640749 12.543639 -2.097819 -0.01 -0.01 0.00 0.4230
H 0.099995 13.683577 -3.833624 -0.01 0.00 -0.01 0.4141
N -2.832042 10.222541 -5.784791 0.03 0.01 0.00 0.0139
C -2.200541 11.012335 -4.861559 -0.03 -0.01 0.00 -0.6201
C -1.001633 10.426390 -4.556479 0.05 -0.13 -0.09 0.3250
C -0.905593 9.236396 -5.330538 -0.02 0.01 0.01 -0.9021
C -2.049157 9.139559 -6.077352 -0.03 0.00 0.00 -0.5758
H -3.732158 10.408658 -6.184845 -0.01 0.00 -0.01 0.1846
H -2.657121 11.919042 -4.502956 0.00 0.00 0.01 0.3814
H -0.276024 10.806106 -3.859765 0.00 0.00 0.03 0.3525
H -0.089713 8.532923 -5.336040 0.01 0.00 0.00 0.4165
H -2.370825 8.397486 -6.787581 0.01 -0.01 0.00 0.4050
N -3.941056 -0.998433 -6.916337 0.05 -0.01 0.00 0.0520
C -3.770911 -0.687138 -8.237575 -0.04 0.00 0.02 -0.5191
C -2.521056 -0.149524 -8.384280 0.02 0.00 0.01 -0.5751
C -1.911523 -0.138476 -7.099790 0.03 0.00 0.00 -0.3930
C -2.811179 -0.670613 -6.216103 -0.07 0.00 0.00 -0.3174
H -4.768988 -1.404143 -6.522116 -0.02 0.01 0.00 0.1962
H -4.549914 -0.873434 -8.956405 0.00 0.01 -0.01 0.3780
H -2.089953 0.197324 -9.308067 0.01 0.00 -0.01 0.3900
H -0.925480 0.218668 -6.854528 0.01 0.00 0.00 0.4158
H -2.745955 -0.842748 -5.155166 0.01 0.01 0.01 0.3728
N 5.478334 -4.668181 -2.028709 -0.03 0.13 0.08 0.0974
C 6.770258 -4.624534 -2.465503 0.00 -0.03 0.03 -0.0159
C 7.041600 -5.803948 -3.109476 -0.03 0.02 -0.01 -0.7006
C 5.856078 -6.586293 -3.062091 -0.01 -0.01 0.00 -0.4446
C 4.909581 -5.855490 -2.390316 0.06 0.01 0.03 -0.5455
H 5.030535 -3.922343 -1.518217 -0.19 0.04 -0.08 0.2833
H 7.376234 -3.754531 -2.279300 0.09 -0.04 -0.06 0.1775
H 7.978995 -6.073751 -3.565783 0.00 0.00 -0.01 0.4008
H 5.714523 -7.571047 -3.474671 0.00 -0.01 -0.01 0.3934
H 3.887293 -6.080548 -2.140149 -0.01 -0.02 0.00 0.3888
```
Forces are in eV/Å.